Entry 1:
16
Properties=species:S:1:pos:R:3:mulliken_charge:R:1 method="wB97M-V/def2-TZVPD" gap_ha=0.3360 charge=-1 spin_multiplicity=1 max_force_ev_per_a=1.2
N 1.81109 1.37837 -0.18192 -0.667
C 0.53948 1.92755 0.29439 -0.359
O -0.57244 1.21033 -0.00928 -0.743
H 1.82588 0.40425 0.09906 0.275
H 1.85128 1.43542 -1.18351 0.222
H 0.63957 1.94021 1.39515 0.292
H 0.52472 2.99036 0.01304 0.315
H -0.24069 -0.59557 -2.16163 0.232
H -0.76144 0.37822 -0.78785 0.422
O -0.96927 -0.63293 -1.53753 -0.987
H 0.15853 -2.79292 0.16392 0.285
H -0.86543 -2.09279 -0.79060 0.449
O -0.73961 -2.86539 -0.16048 -0.758
H -0.87573 -0.16667 1.39486 0.404
H -1.27039 -1.62673 1.42945 0.351
O -1.05555 -0.89169 2.02293 -0.734


Entry 2:
21
Properties=species:S:1:pos:R:3:mulliken_charge:R:1 method="wB97M-V/def2-TZVPD" gap_ha=0.3434 spin_multiplicity=1 max_force_ev_per_a=6.7
C -1.25826 -0.50308 2.48501 -0.478
N -0.36402 0.40973 2.29203 -0.508
C 0.18401 0.28935 0.98265 -0.538
C -0.31804 0.97196 -0.06631 -0.261
C 0.06077 0.88383 -1.49185 0.239
C -0.46561 1.96153 -2.38411 -1.263
H -1.62268 -0.59664 3.48039 0.281
H -1.74253 -0.85892 1.71993 0.396
H 0.98801 -0.36460 1.08196 0.467
H -1.14803 1.57589 0.21776 0.313
H 1.20423 0.96122 -1.47428 0.200
H -0.38794 -0.05021 -1.93868 0.135
H 0.03972 2.92073 -2.42890 0.308
H -1.41789 2.31584 -1.89893 0.270
H -0.59711 1.67749 -3.35006 0.397
O -1.23592 -3.58314 -0.07215 -0.619
H -0.74806 -4.25697 0.39632 0.312
H -1.99681 -3.57203 -0.60860 0.310
O 3.68727 -0.03796 1.38447 -0.630
H 4.28909 0.13087 0.61709 0.304
H 2.84981 -0.27487 1.05628 0.364


Entry 3:
111
Properties=species:S:1:pos:R:3:mulliken_charge:R:1 method="wB97M-V/def2-TZVPD" gap_ha=0.3356 charge=+1 spin_multiplicity=1 max_force_ev_per_a=1.6
C 5.47689 -0.41135 2.01182 -0.409
O 5.04161 0.63330 2.84463 -0.490
C 3.67751 0.57069 3.16168 -0.954
C 2.75307 0.98043 1.99426 0.567
C 1.93099 -0.22933 1.56155 -1.142
N 1.07732 -0.01815 0.32803 1.536
P -0.54348 0.57872 0.92587 -0.003
N -1.21777 -0.46756 1.83707 -0.704
C 0.67233 -1.41707 -0.17503 -1.341
C 1.26354 -1.64344 -1.56594 0.684
C 2.59123 -2.38142 -1.61672 -1.027
C 2.46185 -3.90242 -1.46254 -1.154
C 1.32039 -4.54837 -2.23587 -0.394
Cl 1.36863 -4.03616 -3.94383 -0.197
C 1.24105 -0.18330 -2.09284 0.086
C 2.04746 0.03916 -3.35049 -1.599
O 1.86767 1.35540 -3.80220 -0.174
C 2.51711 1.58815 -5.03793 -0.914
C 1.80818 0.56930 -0.86899 -1.022
C 1.99637 2.05278 -1.01947 -0.547
I 0.26987 3.25406 -1.08134 0.317
C 3.21753 2.60055 -1.21335 0.297
C 4.51931 1.84034 -1.29741 -1.047
I 3.53239 4.64724 -1.55380 0.143
H 4.98978 -1.35777 2.25985 0.311
H 6.55170 -0.51279 2.10551 0.328
H 5.26007 -0.19319 0.95863 0.001
H 3.49998 1.20398 4.02315 0.282
H 3.43650 -0.45575 3.46921 0.541
H 3.32408 1.38279 1.16708 -0.065
H 2.06623 1.73514 2.37499 0.392
H 1.29579 -0.55284 2.38048 0.502
H 2.60457 -1.05426 1.33623 0.362
H -0.25976 1.78482 1.56023 0.145
H -1.23314 0.80841 -0.26184 0.057
H -1.38052 -0.12613 2.77444 0.299
H -0.40409 -1.40775 -0.35341 -0.019
H 0.78295 -2.20219 0.56293 0.457
H 0.46874 -2.15007 -2.10610 1.360
H 3.17466 -2.13421 -2.49483 0.680
H 3.18836 -2.04070 -0.76466 -0.139
H 3.38581 -4.34471 -1.83396 0.479
H 2.41253 -4.18363 -0.41093 0.425
H 1.44880 -5.62294 -2.20785 0.526
H 0.35908 -4.28910 -1.81111 0.170
H 0.19957 0.09549 -2.25544 0.571
H 1.66764 -0.66975 -4.09671 0.644
H 3.10432 -0.19102 -3.19273 0.436
H 1.93067 1.19848 -5.87043 0.320
H 3.50858 1.13180 -5.06358 0.355
H 2.63125 2.65970 -5.16363 0.288
H 2.78992 0.11622 -0.76936 0.016
H 5.33728 2.49439 -1.01538 0.597
H 4.55791 0.96785 -0.65767 -0.095
H 4.68560 1.56431 -2.33785 0.291
C -4.83647 -1.75206 -2.73797 -1.175
C -4.31931 -1.74361 -1.31643 -0.191
O -4.04141 -0.40099 -0.85986 -0.224
C -5.09799 0.30815 -0.48726 0.219
O -6.23551 -0.04164 -0.47844 -0.506
C -4.63691 1.69208 0.00083 0.950
F -3.76598 2.24305 -0.85301 -0.238
F -4.01846 1.57728 1.18464 -0.253
F -5.65903 2.51364 0.14399 -0.247
H -4.13626 -1.24495 -3.40289 0.307
H -4.96638 -2.77746 -3.08083 0.395
H -5.79525 -1.24182 -2.81198 0.343
H -3.36746 -2.26640 -1.24957 0.282
H -5.01372 -2.22314 -0.62855 0.338
C 0.18218 -10.61733 -1.21904 -1.108
C 0.75757 -9.97691 0.02436 -0.234
O 0.41702 -8.57309 0.10491 -0.299
C -0.80717 -8.29895 0.52223 0.316
O -1.65385 -9.06950 0.84993 -0.504
C -0.99820 -6.77263 0.57347 0.923
F -0.55857 -6.18676 -0.55270 -0.258
F -0.30517 -6.24945 1.59151 -0.264
F -2.27016 -6.45582 0.73069 -0.260
H 0.50703 -10.07987 -2.11048 0.294
H 0.51527 -11.65127 -1.29244 0.384
H -0.90653 -10.60819 -1.20104 0.323
H 1.84421 -10.00131 0.00228 0.328
H 0.42733 -10.48121 0.93106 0.329
C -2.14349 6.98757 -1.01749 -0.914
C -3.36444 7.60387 -1.66386 -0.299
O -3.01555 8.30950 -2.86920 -0.315
C -2.79988 7.55538 -3.93440 0.343
O -2.86798 6.36486 -3.99666 -0.520
C -2.46683 8.44963 -5.14291 0.918
F -1.55460 9.36725 -4.82148 -0.248
F -3.56749 9.07754 -5.55774 -0.250
F -1.99503 7.71946 -6.14109 -0.235
H -1.38467 7.74729 -0.82829 0.332
H -2.41239 6.51725 -0.07179 0.395
H -1.70001 6.23352 -1.66645 0.149
H -3.81034 8.35082 -1.01201 0.316
H -4.12426 6.85561 -1.88556 0.336
C -2.24756 3.20744 8.54284 -1.125
C -2.31044 3.76814 7.14014 -0.198
O -1.19318 3.31371 6.33681 -0.289
C -1.28139 2.09285 5.85678 0.006
O -2.17481 1.31239 5.98034 -0.509
C -0.02888 1.78351 5.01832 1.286
F 1.09617 2.12470 5.63801 -0.280
F -0.07205 2.45806 3.85027 -0.288
F 0.04191 0.48784 4.72636 -0.268
H -1.29539 3.45748 9.01097 0.308
H -3.05396 3.62355 9.14418 0.379
H -2.34548 2.12280 8.54126 0.324
H -2.22221 4.85119 7.15345 0.313
H -3.24251 3.51084 6.63936 0.334


Entry 4:
21
Properties=species:S:1:pos:R:3:mulliken_charge:R:1 method="wB97M-V/def2-TZVPD" gap_ha=0.2702 spin_multiplicity=1 max_force_ev_per_a=4.9
C -0.54126 2.22684 0.67002 -0.735
C 0.61937 2.01782 0.12411 -0.191
C 3.15514 -1.28606 -0.57611 -0.693
C 0.90736 0.83660 -0.69570 -0.204
C -3.19027 -1.17425 -0.21849 -0.554
C 1.03741 -0.38046 0.16221 0.204
N 2.06623 -1.21000 0.19600 -0.104
O -2.67834 0.00711 0.42930 -0.521
F 0.17005 -0.57191 1.22518 -0.301
H -0.76050 3.10503 1.27618 0.200
H -1.35933 1.63200 0.60309 0.467
H 1.59255 2.66114 0.10318 0.220
H -3.81486 -0.86306 -1.00784 0.231
H 3.66684 -2.29839 -0.54493 0.193
H 3.34759 -0.60601 -1.29094 0.263
H 1.91818 0.83794 -1.23311 0.309
H 0.08844 0.46796 -1.47261 0.191
H -3.84627 -1.71582 0.40809 0.297
H -2.25161 -1.89402 -0.41012 0.194
H 2.04997 -1.71026 1.06142 0.257
H -2.17669 -0.08220 1.19108 0.278


Entry 5:
20
Properties=species:S:1:pos:R:3:mulliken_charge:R:1 method="wB97M-V/def2-TZVPD" gap_ha=0.3113 spin_multiplicity=1 max_force_ev_per_a=1.7
C 1.46676 0.61306 0.08501 0.179
C -0.39779 0.32429 -0.96445 -1.202
C 1.61962 -0.52892 0.94632 -0.903
C -1.18726 -0.44065 -0.08569 0.744
N 2.43806 0.84520 -0.89599 -0.572
C -2.85978 1.06214 0.51469 -0.317
C -0.84736 -1.75708 0.21876 -1.126
N -1.99452 0.21428 0.87062 -0.413
H 1.10848 1.52873 0.54003 0.368
H 2.79722 0.00838 -1.33524 0.228
H 2.19120 1.53828 -1.58792 0.244
H -0.70686 1.33580 -1.20464 0.371
H 0.08631 -0.21125 -1.77215 0.394
H 2.40571 -1.22759 0.66339 0.369
H 0.60928 -1.24810 0.86266 0.110
H 1.65675 -0.26866 2.00040 0.231
H -3.04786 1.34281 -0.52835 0.293
H -3.47235 1.53374 1.27829 0.277
H -1.42412 -2.28736 0.96470 0.391
H -0.44151 -2.37712 -0.57044 0.334


no.,highest occupied orbital energy (eV),LUMO level (eV),total energy (eV)
1,-4.979,4.1639,-10880.6986
2,-8.733,0.6107,-10977.4705
3,-11.530,-2.3986,-128081.9155
4,-6.475,0.8784,-12666.4171
5,-7.447,1.0244,-9393.3269